[1]
# C22H44Br14ClNO2P

A 8-piece molecular cluster, C22H44Br14ClNO2P overall in a non-equilibrium geometry (ωB97M-V with the def2-TZVPD basis set, the OMol25 dataset).

Cartesian coordinates (Å):
C (3.21, -2.37, 2.26)
P (2.28, -1.23, 1.03)
C (2.84, 0.52, 1.48)
C (0.44, -1.53, 1.35)
C (-0.23, -1.96, -0.06)
O (-0.78, -0.76, -0.71)
C (-1.98, -0.47, 0.06)
C (-1.73, -0.24, 1.63)
C (-2.71, -1.06, 2.60)
C (-4.22, -0.67, 2.23)
O (-4.54, 0.38, 1.62)
Cl (-5.55, -1.83, 2.76)
N (-0.30, -0.45, 2.08)
H (3.64, -3.27, 1.72)
H (4.07, -1.77, 2.74)
H (2.46, -2.62, 3.09)
H (3.95, 0.72, 1.30)
H (2.20, 1.30, 0.92)
H (2.66, 0.72, 2.62)
H (0.37, -2.48, 2.02)
H (0.49, -2.54, -0.74)
H (-1.14, -2.66, 0.10)
H (-2.43, 0.49, -0.38)
H (-2.79, -1.28, -0.10)
H (-1.95, 0.88, 1.83)
H (-2.53, -0.64, 3.67)
H (-2.51, -2.18, 2.67)
H (0.15, 0.48, 2.07)
H (-0.36, -0.74, 3.08)
Br (-1.06, -1.33, 5.53)
C (-2.37, -1.33, 6.98)
C (-2.17, -2.52, 7.89)
Br (-2.86, -4.15, 7.08)
H (-3.36, -1.30, 6.51)
H (-2.20, -0.40, 7.52)
H (-2.74, -2.40, 8.81)
H (-1.13, -2.70, 8.13)
Br (0.52, 2.68, -2.73)
C (-1.26, 1.96, -3.05)
C (-1.55, 1.86, -4.53)
Br (-1.97, 3.60, -5.29)
H (-1.96, 2.60, -2.52)
H (-1.26, 0.97, -2.59)
H (-2.44, 1.25, -4.71)
H (-0.71, 1.45, -5.11)
Br (-3.12, 1.92, 9.13)
C (-2.13, 3.53, 8.64)
C (-1.78, 3.52, 7.17)
Br (-0.28, 2.33, 6.81)
H (-1.26, 3.58, 9.29)
H (-2.81, 4.35, 8.87)
H (-1.44, 4.51, 6.85)
H (-2.60, 3.20, 6.53)
Br (4.79, -6.55, -2.73)
C (4.99, -4.65, -2.39)
C (4.57, -4.29, -0.98)
Br (2.62, -4.26, -0.82)
H (4.42, -4.12, -3.15)
H (6.05, -4.44, -2.53)
H (4.89, -3.29, -0.72)
H (4.94, -4.99, -0.23)
Br (6.38, -2.27, 1.76)
C (8.20, -2.91, 2.01)
C (8.58, -3.93, 0.96)
Br (7.77, -5.66, 1.32)
H (8.27, -3.31, 3.03)
H (8.83, -2.03, 1.93)
H (9.65, -4.11, 0.96)
H (8.26, -3.64, -0.05)
Br (-1.12, 1.15, -8.12)
C (-2.73, 2.03, -8.78)
C (-3.74, 1.02, -9.29)
Br (-3.23, 0.35, -11.05)
H (-2.42, 2.75, -9.53)
H (-3.13, 2.56, -7.91)
H (-4.71, 1.49, -9.43)
H (-3.85, 0.16, -8.64)
Br (-4.87, 6.71, -6.02)
C (-3.18, 6.60, -6.99)
C (-3.39, 6.81, -8.47)
Br (-4.13, 5.23, -9.32)
H (-2.75, 5.63, -6.75)
H (-2.56, 7.39, -6.57)
H (-2.43, 6.98, -8.97)
H (-4.06, 7.64, -8.70)

Properties
Total charge: +1
DFT total energy, eV: -1031510.690
E_HOMO, eV: -11.1
LUMO energy, eV: -2.88
Kohn-Sham gap, eV: 8.21

Löwdin atomic charge list, values in e, 2 entries:
1. C -0.352
2. P 0.892


[2]
# C22H44Br22

C22H44Br22 as an isolated structure in a non-equilibrium geometry (ωB97M-V with the def2-TZVPD basis set, the OMol25 dataset).

Cartesian coordinates (Å):
Br (-11.30, 13.66, 7.42)
C (-10.71, 14.30, 5.67)
C (-11.89, 14.15, 4.72)
Br (-11.36, 14.64, 2.91)
H (-9.87, 13.72, 5.30)
H (-10.46, 15.35, 5.77)
H (-12.75, 14.76, 4.98)
H (-12.10, 13.10, 4.59)
Br (-18.97, 13.05, -0.78)
C (-17.35, 12.20, -0.08)
C (-16.29, 13.26, 0.12)
Br (-14.89, 12.61, 1.36)
H (-17.04, 11.45, -0.81)
H (-17.64, 11.62, 0.79)
H (-16.71, 14.17, 0.52)
H (-15.84, 13.42, -0.86)
Br (-14.70, 16.15, -0.24)
C (-14.09, 16.70, 1.52)
C (-13.05, 17.80, 1.39)
Br (-12.18, 18.15, 3.12)
H (-13.62, 15.83, 1.96)
H (-14.92, 17.07, 2.12)
H (-13.46, 18.71, 0.96)
H (-12.27, 17.43, 0.73)
Br (-9.63, 21.00, 4.00)
C (-8.64, 19.71, 5.07)
C (-9.53, 18.68, 5.73)
Br (-8.50, 17.49, 6.89)
H (-8.17, 20.24, 5.91)
H (-7.84, 19.28, 4.48)
H (-10.02, 18.04, 4.99)
H (-10.33, 19.12, 6.32)
Br (-14.30, 21.77, -5.64)
C (-14.49, 21.30, -3.75)
C (-14.56, 19.80, -3.68)
Br (-14.19, 19.19, -1.84)
H (-15.35, 21.79, -3.29)
H (-13.64, 21.76, -3.24)
H (-13.86, 19.29, -4.34)
H (-15.56, 19.47, -3.96)
Br (-10.61, 19.01, -4.82)
C (-10.59, 18.69, -2.85)
C (-10.69, 19.98, -2.12)
Br (-10.60, 19.59, -0.16)
H (-9.64, 18.21, -2.64)
H (-11.44, 18.03, -2.69)
H (-11.65, 20.45, -2.26)
H (-9.85, 20.65, -2.28)
Br (-18.92, 17.96, -3.91)
C (-18.80, 18.18, -1.97)
C (-17.92, 17.10, -1.38)
Br (-18.19, 16.96, 0.56)
H (-19.79, 18.10, -1.55)
H (-18.40, 19.15, -1.70)
H (-16.86, 17.27, -1.51)
H (-18.16, 16.14, -1.84)
Br (-7.69, 15.31, -1.46)
C (-7.76, 16.46, 0.12)
C (-9.00, 16.17, 0.96)
Br (-8.77, 17.07, 2.67)
H (-7.73, 17.50, -0.20)
H (-6.83, 16.40, 0.68)
H (-8.98, 15.09, 1.09)
H (-9.92, 16.48, 0.49)
Br (-13.52, 21.94, 0.76)
C (-15.38, 21.46, 1.11)
C (-15.44, 20.97, 2.55)
Br (-17.30, 20.38, 2.90)
H (-15.56, 20.60, 0.46)
H (-16.03, 22.30, 0.94)
H (-15.13, 21.75, 3.24)
H (-14.74, 20.17, 2.77)
Br (-12.18, 17.24, 8.11)
C (-13.47, 17.60, 6.71)
C (-14.78, 18.10, 7.25)
Br (-15.85, 18.76, 5.72)
H (-13.65, 16.62, 6.27)
H (-13.01, 18.22, 5.95)
H (-14.65, 18.97, 7.89)
H (-15.37, 17.31, 7.69)
Br (-11.55, 15.25, -1.19)
C (-12.51, 13.52, -1.16)
C (-13.96, 13.74, -1.44)
Br (-15.00, 12.13, -1.13)
H (-12.37, 13.14, -0.15)
H (-12.02, 12.93, -1.92)
H (-14.06, 13.94, -2.51)
H (-14.41, 14.55, -0.88)

Properties
DFT total energy, eV: -1564456.428
E_HOMO, eV: -8.0
LUMO energy, eV: 0.09
Kohn-Sham gap, eV: 8.09
ΔE to the lowest compared entry with this formula, charge and spin, kJ/mol: 847.3

Löwdin atomic charge list, values in e, 2 entries:
1. Br 0.621
2. C -0.683


[3]
# C22H44Br2F4Li2N2NaO7P

C22H44Br2F4Li2N2NaO7P as an isolated structure in a non-equilibrium geometry (ωB97M-V with the def2-TZVPD basis set, the OMol25 dataset).

Cartesian coordinates (Å):
C (-0.27, 4.27, 1.28)
C (-0.06, 2.78, 1.54)
C (-0.49, 1.90, 0.35)
N (0.33, 0.69, 0.24)
N (1.38, 1.04, -0.70)
C (0.98, 0.61, -2.04)
C (1.23, -0.85, -2.41)
O (0.33, -1.77, -1.82)
C (-0.92, -1.96, -2.35)
C (-1.72, -1.94, -1.05)
O (-3.13, -2.13, -1.17)
C (-3.60, -2.20, 0.19)
C (-4.44, -0.98, 0.62)
O (-4.32, 0.04, -0.35)
C (-5.36, 0.99, -0.20)
C (-5.04, 2.03, 0.90)
C (1.57, 1.57, -3.13)
C (2.89, 1.14, -3.74)
O (1.65, 2.84, -2.48)
C (1.79, 3.97, -3.27)
C (0.53, 4.85, -3.22)
C (-0.73, 4.11, -3.62)
O (-0.88, 3.74, -4.73)
Br (-2.07, 3.81, -2.27)
P (2.98, 0.67, -0.22)
C (3.91, 2.14, 0.40)
C (2.96, -0.66, 1.03)
H (-0.22, 4.85, 2.20)
H (-1.25, 4.48, 0.85)
H (0.51, 4.67, 0.60)
H (0.99, 2.63, 1.78)
H (-0.63, 2.53, 2.43)
H (-0.31, 2.50, -0.54)
H (-1.56, 1.67, 0.45)
H (0.73, 0.56, 1.19)
H (-0.10, 0.78, -2.05)
H (2.22, -1.22, -2.19)
H (1.10, -0.89, -3.50)
H (-1.08, -2.91, -2.87)
H (-1.27, -1.16, -3.02)
H (-1.51, -0.97, -0.59)
H (-1.27, -2.72, -0.44)
H (-4.18, -3.12, 0.29)
H (-2.75, -2.24, 0.87)
H (-4.01, -0.65, 1.58)
H (-5.51, -1.28, 0.74)
H (-6.29, 0.48, 0.05)
H (-5.51, 1.49, -1.16)
H (-5.88, 2.12, 1.58)
H (-4.16, 1.70, 1.47)
H (-4.85, 2.99, 0.44)
H (0.82, 1.62, -3.93)
H (3.10, 1.78, -4.61)
H (2.89, 0.12, -4.09)
H (3.70, 1.29, -3.04)
H (2.00, 3.78, -4.32)
H (2.62, 4.55, -2.85)
H (0.67, 5.65, -3.93)
H (0.39, 5.26, -2.21)
H (4.24, 2.07, 1.44)
H (4.78, 2.25, -0.24)
H (3.30, 3.04, 0.24)
H (3.80, -1.33, 0.85)
H (2.00, -1.21, 1.01)
H (3.12, -0.25, 2.01)
C (2.12, -5.78, 1.87)
C (2.03, -6.55, 3.19)
O (2.81, -6.04, 4.24)
C (2.31, -4.87, 4.99)
O (1.09, -4.98, 5.40)
C (2.55, -3.54, 4.20)
F (3.72, -3.56, 3.48)
F (2.67, -2.50, 5.05)
F (1.59, -3.22, 3.32)
H (3.15, -5.49, 1.66)
H (1.75, -6.41, 1.06)
H (1.50, -4.88, 1.89)
H (2.43, -7.55, 3.01)
H (0.99, -6.68, 3.51)
H (3.10, -4.79, 5.78)
Li (0.54, 5.95, -0.76)
Li (-4.81, -2.72, -2.11)
Br (0.88, -0.75, 2.82)
F (-7.17, -1.70, 0.02)
Na (-3.33, 0.47, 3.08)

Properties
DFT total energy, eV: -205900.089
E_HOMO, eV: -4.5
LUMO energy, eV: -3.22
Kohn-Sham gap, eV: 1.26

Löwdin atomic charge list, values in e, 2 entries:
1. C -0.128
2. C -0.223


[4]
# C22H44IO10P

A 3-piece molecular cluster, C22H44IO10P overall in a non-equilibrium geometry (ωB97M-V with the def2-TZVPD basis set, the OMol25 dataset).

Cartesian coordinates (Å):
C (3.61, -1.80, 2.64)
C (2.29, -2.32, 3.23)
C (1.16, -2.33, 2.22)
C (0.65, -0.90, 2.02)
C (-0.64, -0.80, 1.23)
P (-0.11, -0.32, -0.52)
C (1.22, -1.50, -0.95)
O (-1.35, -0.83, -1.47)
O (-1.31, -2.07, 1.04)
C (-2.65, -1.87, 0.99)
O (-3.48, -2.73, 0.74)
O (-2.91, -0.56, 1.28)
C (-1.78, 0.05, 1.86)
I (-1.73, 2.12, 1.15)
C (-1.74, 0.10, 3.37)
C (-3.00, 0.59, 4.07)
C (-4.28, -0.23, 3.91)
C (-4.14, -1.72, 4.04)
O (-4.84, -2.47, 3.38)
O (-3.26, -2.20, 4.96)
C (-2.43, -3.28, 4.48)
C (-3.05, -4.64, 4.66)
H (3.65, -2.04, 1.58)
H (3.71, -0.74, 2.79)
H (4.44, -2.30, 3.11)
H (2.03, -1.66, 4.05)
H (2.43, -3.29, 3.68)
H (0.35, -2.91, 2.65)
H (1.49, -2.77, 1.29)
H (0.57, -0.47, 3.01)
H (1.42, -0.34, 1.52)
H (1.00, -2.54, -0.72)
H (1.43, -1.42, -2.01)
H (2.11, -1.18, -0.45)
H (-1.50, -0.19, -2.16)
H (-1.39, -0.85, 3.76)
H (-0.97, 0.81, 3.60)
H (-2.76, 0.59, 5.12)
H (-3.17, 1.62, 3.81)
H (-4.73, -0.06, 2.95)
H (-4.98, 0.11, 4.67)
H (-1.52, -3.22, 5.06)
H (-2.16, -3.08, 3.45)
H (-3.59, -4.91, 3.76)
H (-3.73, -4.68, 5.50)
H (-2.25, -5.36, 4.75)
C (5.41, -0.63, -6.03)
O (6.08, -1.43, -5.08)
C (5.79, -1.09, -3.74)
C (4.77, -2.02, -3.12)
O (3.50, -1.91, -3.74)
C (3.24, -2.95, -4.67)
H (5.51, -1.10, -7.00)
H (4.34, -0.53, -5.80)
H (5.86, 0.37, -6.08)
H (5.43, -0.05, -3.68)
H (6.72, -1.16, -3.17)
H (4.64, -1.76, -2.07)
H (5.13, -3.06, -3.17)
H (3.01, -3.88, -4.15)
H (4.09, -3.11, -5.35)
H (2.37, -2.66, -5.26)
C (-1.47, 7.81, -3.29)
O (-2.31, 6.81, -3.84)
C (-1.75, 5.51, -3.80)
C (-2.30, 4.69, -2.67)
O (-1.92, 5.21, -1.40)
C (-2.95, 5.96, -0.78)
H (-2.06, 8.71, -3.15)
H (-1.06, 7.50, -2.32)
H (-0.64, 8.03, -3.97)
H (-0.65, 5.57, -3.74)
H (-2.00, 5.02, -4.75)
H (-1.89, 3.67, -2.73)
H (-3.39, 4.61, -2.74)
H (-3.72, 5.29, -0.38)
H (-3.41, 6.67, -1.46)
H (-2.50, 6.50, 0.05)

Properties
DFT total energy, eV: -61389.898
E_HOMO, eV: -8.3
LUMO energy, eV: 0.36
Kohn-Sham gap, eV: 8.67

Löwdin atomic charge list, values in e, 2 entries:
1. C -0.089
2. C -0.245


[5]
# C22H44N3OP2Pb

C22H44N3OP2Pb as an isolated structure in a non-equilibrium geometry (ωB97M-V with the def2-TZVPD basis set, the OMol25 dataset).

Cartesian coordinates (Å):
Pb (-0.55, -0.33, 0.88)
P (2.20, 0.81, 0.70)
P (-1.49, -2.14, -1.02)
N (0.56, 0.01, -1.84)
C (2.68, 1.23, -1.03)
H (2.83, 2.31, -1.15)
H (3.63, 0.73, -1.25)
C (1.73, 0.78, -2.15)
H (1.46, 1.70, -2.74)
H (2.30, 0.12, -2.83)
C (0.24, -1.02, -2.81)
H (0.93, -1.83, -2.52)
H (0.47, -0.74, -3.84)
C (-1.21, -1.47, -2.69)
H (-1.53, -2.14, -3.50)
H (-1.84, -0.58, -2.78)
C (-3.34, -2.10, -0.95)
C (-3.83, -0.71, -0.47)
H (-3.51, 0.09, -1.16)
H (-3.49, -0.47, 0.55)
H (-4.93, -0.70, -0.44)
C (-0.94, -3.89, -1.14)
C (-0.97, -4.63, 0.22)
H (-0.22, -5.44, 0.19)
H (-1.94, -5.10, 0.43)
H (-0.73, -3.99, 1.08)
C (3.77, 0.12, 1.45)
C (3.69, 0.02, 2.99)
H (4.55, -0.56, 3.35)
H (2.77, -0.48, 3.32)
H (3.73, 0.98, 3.53)
C (2.00, 2.53, 1.48)
C (1.38, 2.46, 2.88)
H (0.80, 3.38, 3.05)
H (2.17, 2.43, 3.65)
H (0.70, 1.61, 3.06)
C (-1.05, -1.08, 3.70)
C (-1.69, -4.63, -2.26)
H (-2.42, -4.00, -2.77)
H (-0.95, -4.95, -3.01)
H (-2.18, -5.53, -1.87)
C (5.11, 0.74, 0.99)
H (5.91, 0.51, 1.71)
H (5.45, 0.33, 0.03)
H (5.02, 1.82, 0.90)
C (3.23, 3.44, 1.46)
H (2.90, 4.44, 1.80)
H (4.02, 3.12, 2.15)
H (3.66, 3.57, 0.47)
C (-3.96, -3.22, -0.11)
H (-3.54, -3.25, 0.91)
H (-5.03, -3.02, 0.00)
H (-3.85, -4.22, -0.55)
H (-3.63, -2.20, -2.01)
H (1.26, 2.98, 0.80)
H (0.10, -3.80, -1.49)
H (3.77, -0.89, 1.02)
O (-1.29, -1.46, 4.75)
H (3.37, -3.01, -0.36)
H (3.35, -2.75, -1.10)
N (-3.60, 5.02, -0.32)
C (-2.80, 3.95, -0.21)
C (-2.18, 3.40, -1.38)
C (-1.40, 2.28, -1.20)
N (-1.30, 1.77, 0.06)
C (-1.89, 2.27, 1.19)
C (-2.66, 3.40, 1.09)
H (-3.76, 5.44, -1.21)
H (-4.03, 5.38, 0.52)
H (-2.34, 3.84, -2.38)
H (-0.82, 1.71, -1.96)
H (-1.73, 1.77, 2.16)
H (-3.10, 3.83, 2.00)

Properties
Total charge: +3
DFT total energy, eV: -53841.922
E_HOMO (spin up / spin down), eV: -17.1 / -17.1
LUMO energy (spin up / spin down), eV: -12.55 / -10.01
Kohn-Sham gap (spin up / spin down), eV: 4.52 / 7.09
ΔE to the lowest compared entry with this formula, charge and spin, kJ/mol: 29.3

Löwdin atomic charge list, values in e, 2 entries:
1. Pb 1.178
2. P 1.030


Among the records above, which one has the lowest DFT total energy?
C22H44Br22


What is the formula in the fifth record?
C22H44N3OP2Pb